{"formula": "C6H12NO4P", "method": "wB97M-V/def2-TZVPD", "relative_energy_kcal_mol": 185.7, "orbital_gap_ha": 0.3637, "energy_ev": -25379.61063, "charge": 0, "lumo_ev": 0.1, "symbols": ["C", "C", "C", "C", "C", "C", "N", "O", "O", "O", "O", "P", "H", "H", "H", "H", "H", "H", "H", "H", "H", "H", "H", "H"], "coordinates": [[-0.98023, 1.31330, 0.04398], [-1.04460, -0.97507, 0.91083], [-0.04500, 0.25340, 0.77178], [-2.18536, 0.47782, -0.42752], [0.79004, -0.68052, -1.70270], [1.21249, -0.11333, 0.16383], [2.15592, 1.05701, -0.00932], [1.89913, 1.94521, 0.80482], [3.07265, 0.92883, -0.75513], [-1.84090, -0.91834, -0.28122], [-3.24395, 0.69939, 0.36677], [2.21299, -1.59549, 0.73831], [-1.19245, 2.09606, 0.73782], [-0.54262, 1.69020, -0.79543], [-0.53305, -1.90695, 0.86700], [-1.67030, -0.89235, 1.73990], [0.05086, 0.68007, 1.76003], [-2.45536, 0.62906, -1.59471], [0.20853, 0.14687, -1.94432], [1.77319, -0.89524, -2.18527], [0.11255, -1.58337, -1.71350], [-3.75502, -0.04442, 0.52437], [2.70448, -1.18724, 1.98862], [3.29603, -1.12491, -0.00896]], "forces_ev_per_a": [[-0.179, -2.747, 1.185], [1.486, 1.133, -2.509], [-3.512, 0.083, 1.416], [0.473, -1.190, -2.637], [1.503, -1.750, 3.502], [0.829, -2.104, -4.509], [-2.312, -0.896, 2.300], [1.172, 0.418, -1.240], [1.047, 1.123, -0.800], [0.291, 0.980, -0.212], [-0.365, 3.590, 1.113], [-0.722, -0.130, -0.422], [-0.578, 0.461, 0.228], [1.479, 1.337, -2.133], [0.343, -0.829, 0.276], [-0.810, 0.187, 1.651], [0.656, -0.163, 0.406], [0.657, -0.327, 2.466], [-0.417, 1.455, -1.122], [-1.005, 0.688, 0.285], [0.966, 0.955, 0.474], [-1.400, -2.388, -0.001], [0.048, 0.446, 0.207], [0.350, -0.330, 0.076]]}

{"formula": "C3H10S", "method": "wB97M-V/def2-TZVPD", "relative_energy_kcal_mol": 11.5, "orbital_gap_ha": 0.3908, "energy_ev": -14107.83983, "charge": 0, "lumo_ev": 0.8, "smiles": "CCC.S", "symbols": ["C", "C", "C", "H", "H", "H", "H", "H", "H", "H", "H", "S", "H", "H"], "coordinates": [[-0.40387, 1.21669, 0.63882], [-1.12639, -0.13825, 0.61644], [-0.50331, -0.96335, 1.79753], [-0.70019, 1.79933, 1.53461], [-0.62764, 1.82005, -0.23331], [0.68084, 1.07773, 0.63507], [-1.04242, -0.63579, -0.39165], [-2.14913, -0.10701, 1.02277], [-1.16940, -1.77186, 2.15766], [0.49189, -1.37815, 1.63266], [-0.59767, -0.26061, 2.62878], [2.00848, -0.22726, -3.53229], [1.83129, 0.21974, -4.81258], [3.30752, -0.65125, -3.69451]], "forces_ev_per_a": [[-0.544, 0.150, -0.027], [0.892, -1.012, 0.953], [-1.207, -0.225, -0.142], [0.295, -0.326, -0.427], [-0.179, 0.183, -0.182], [-0.085, -0.055, 0.160], [-0.320, 0.412, 1.127], [-0.078, 0.556, -1.161], [0.327, 0.011, -0.652], [0.031, 0.369, 0.152], [0.874, -0.066, 0.189], [0.546, -0.049, -0.493], [0.339, -0.314, 0.640], [-0.892, 0.365, -0.136]]}

{"formula": "C62H55BN2O41P", "method": "wB97M-V/def2-TZVPD", "orbital_gap_ha": 0.1793, "energy_ev": -162079.51031, "charge": -1, "lumo_ev": -0.6, "symbols": ["C", "C", "C", "O", "C", "C", "N", "B", "O", "O", "C", "C", "P", "N", "C", "O", "O", "H", "H", "H", "H", "H", "H", "H", "H", "H", "H", "H", "H", "H", "H", "H", "H", "H", "H", "H", "C", "C", "C", "O", "C", "C", "C", "O", "O", "O", "H", "H", "H", "H", "C", "C", "C", "O", "C", "C", "C", "O", "O", "O", "H", "H", "H", "H", "C", "C", "C", "O", "C", "C", "C", "O", "O", "O", "H", "H", "H", "H", "C", "C", "C", "O", "C", "C", "C", "O", "O", "O", "H", "H", "H", "H", "C", "C", "C", "O", "C", "C", "C", "O", "O", "O", "H", "H", "H", "H", "C", "C", "C", "O", "C", "C", "C", "O", "O", "O", "H", "H", "H", "H", "C", "C", "C", "O", "C", "C", "C", "O", "O", "O", "H", "H", "H", "H", "C", "C", "C", "O", "C", "C", "C", "O", "O", "O", "H", "H", "H", "H", "C", "C", "C", "O", "C", "C", "C", "O", "O", "O", "H", "H", "H", "H"], "coordinates": [[2.61860, -2.44207, -0.16733], [1.63846, -2.53154, -1.36288], [0.27934, -3.12322, -0.98637], [-0.75169, -2.21566, -1.32079], [-1.88845, -2.27712, -0.48761], [-2.20753, -0.97698, 0.28884], [-3.11079, -1.40012, 1.34644], [-3.76302, -0.38509, 2.11200], [-4.70363, -0.80582, 3.03565], [-3.48167, 0.96403, 2.00326], [-4.52099, 1.76786, 1.45715], [-3.90010, 2.97625, 0.81520], [-0.61347, -0.27224, 0.86850], [0.09944, -1.21403, 1.93980], [-2.86016, -0.02600, -0.71283], [-2.07756, 0.82424, -1.21769], [-4.06956, -0.18409, -0.95657], [3.39239, -3.19076, -0.29021], [3.02602, -1.44646, -0.10637], [2.11616, -2.61572, 0.77222], [1.48004, -1.52170, -1.70635], [2.12309, -3.13600, -2.11463], [0.15994, -4.05106, -1.54140], [0.29102, -3.34015, 0.07520], [-1.83371, -3.10483, 0.20880], [-2.75756, -2.45073, -1.11854], [-2.67972, -2.12068, 1.91189], [-5.37131, -0.13323, 3.16837], [-5.12089, 1.23112, 0.73007], [-5.20138, 2.12475, 2.23508], [-3.34361, 3.52200, 1.56873], [-3.19292, 2.66186, 0.06081], [-4.65507, 3.63377, 0.40840], [-0.87023, 1.00686, 1.37724], [0.13879, -0.03840, -0.28444], [0.19798, -0.67635, 2.79108], [4.73814, 2.20421, 0.99696], [5.64446, 2.75347, 1.81030], [7.04764, 2.23078, 1.91230], [7.81317, 2.80244, 2.66912], [7.41354, 1.07336, 1.11578], [6.50514, 0.51575, 0.30183], [5.10878, 1.05759, 0.17880], [4.35316, 0.51080, -0.59514], [6.76217, -0.54324, -0.45099], [5.37490, 3.80149, 2.58729], [3.72539, 2.57574, 0.91726], [8.42411, 0.69377, 1.21110], [5.93479, -0.73983, -0.93250], [6.19343, 4.01626, 3.07380], [3.96648, 8.39941, 2.64655], [3.78065, 7.07873, 2.80291], [2.63869, 6.35448, 2.13505], [2.54304, 5.15922, 2.31148], [1.71316, 7.13000, 1.32187], [1.90276, 8.44635, 1.17244], [3.05521, 9.15698, 1.82116], [3.16926, 10.35774, 1.62506], [1.09852, 9.21526, 0.44756], [4.57485, 6.32584, 3.54077], [4.78042, 8.93356, 3.11698], [0.88929, 6.60539, 0.85889], [1.46058, 10.11815, 0.50169], [4.22565, 5.41267, 3.47356], [-6.73443, -5.37849, -1.67760], [-5.87402, -4.86435, -0.78187], [-4.51131, -5.46762, -0.56601], [-3.77803, -4.95487, 0.25013], [-4.13881, -6.63352, -1.34981], [-4.99712, -7.13868, -2.24184], [-6.35397, -6.53356, -2.46693], [-7.06921, -7.04913, -3.30887], [-4.72668, -8.20347, -2.99163], [-6.15913, -3.80788, -0.04471], [-7.71537, -4.95628, -1.84539], [-3.16117, -7.05571, -1.17854], [-5.51772, -8.34274, -3.54505], [-5.36907, -3.62204, 0.50431], [12.07844, -0.36956, 0.81743], [11.38158, -0.53025, 1.94990], [11.84094, -1.45577, 3.04191], [11.16078, -1.53106, 4.04573], [13.06717, -2.20881, 2.83650], [13.76211, -2.05067, 1.70289], [13.31476, -1.10675, 0.62173], [14.01299, -1.00861, -0.36881], [14.88709, -2.70397, 1.44622], [10.24524, 0.10794, 2.19533], [11.75790, 0.29479, 0.02759], [13.38089, -2.88283, 3.62066], [15.17867, -2.40093, 0.56577], [9.95479, -0.18431, 3.08151], [-9.14416, -6.46540, 4.54408], [-10.02388, -5.80224, 3.78280], [-9.61636, -5.12457, 2.50336], [-10.48298, -4.56030, 1.86339], [-8.22036, -5.18025, 2.11099], [-7.33942, -5.84096, 2.87230], [-7.74930, -6.53919, 4.13787], [-6.89511, -7.13498, 4.76576], [-6.05169, -5.92836, 2.56498], [-11.30988, -5.69194, 4.08914], [-9.42722, -6.95778, 5.46341], [-7.93006, -4.67818, 1.19920], [-5.63423, -6.45316, 3.27278], [-11.70989, -5.16724, 3.36973], [-1.92347, 0.93076, -4.48791], [-0.88374, 1.47867, -5.12745], [-0.85868, 1.59796, -6.62386], [0.10817, 2.12512, -7.14723], [-1.99052, 1.07862, -7.38374], [-3.02458, 0.52295, -6.73997], [-3.05264, 0.42384, -5.24313], [-4.01323, -0.09386, -4.71015], [-4.08754, 0.01919, -7.35704], [0.19088, 1.96090, -4.50587], [-1.99124, 0.83685, -3.40747], [-1.95211, 1.15863, -8.46099], [-4.66935, -0.31005, -6.64473], [0.77561, 2.29595, -5.20761], [1.67198, -8.51936, 0.16789], [1.37633, -9.82127, 0.25897], [0.22227, -10.42806, -0.48686], [0.03388, -11.62445, -0.36396], [-0.60101, -9.55993, -1.30874], [-0.31047, -8.25418, -1.39907], [0.85965, -7.64902, -0.66986], [1.07396, -6.46376, -0.81285], [-1.02304, -7.41508, -2.13659], [2.07125, -10.67296, 1.00448], [2.50074, -8.07343, 0.69901], [-1.43665, -10.00435, -1.83113], [-0.60616, -6.53634, -2.03059], [1.64446, -11.54169, 0.88470], [6.18197, 13.64627, -0.56867], [5.63268, 12.81250, 0.33224], [6.27109, 12.59459, 1.68642], [5.73571, 11.84444, 2.47333], [7.51371, 13.29776, 1.98128], [8.04881, 14.12240, 1.07455], [7.40477, 14.35723, -0.26003], [7.95043, 15.13755, -1.02052], [9.17737, 14.79219, 1.27767], [4.51848, 12.15207, 0.07129], [5.73896, 13.81435, -1.53976], [7.96994, 13.12340, 2.94530], [9.32844, 15.31006, 0.46464], [4.24721, 11.59958, 0.84301], [-9.25870, -0.67319, -0.73294], [-10.17562, -0.05822, -1.48439], [-9.81035, 0.69864, -2.72690], [-10.72511, 1.21258, -3.35798], [-8.42228, 0.77878, -3.09834], [-7.47285, 0.16904, -2.35171], [-7.84676, -0.61769, -1.11087], [-6.97611, -1.17006, -0.48144], [-6.20581, 0.23133, -2.66661], [-11.47794, -0.06612, -1.20137], [-9.51635, -1.22438, 0.16073], [-8.17561, 1.34177, -3.98690], [-5.66888, -0.25444, -1.98907], [-11.89826, 0.45067, -1.91422]], "forces_ev_per_a": [[-0.431, -0.258, -0.380], [0.256, 0.040, 1.097], [0.603, 0.094, -0.395], [-0.010, 0.187, 0.252], [-0.336, -0.020, -0.474], [0.355, -0.722, -0.333], [0.871, 0.793, 0.356], [-0.360, -0.251, 0.357], [-0.228, -0.397, -0.160], [-0.238, -0.222, -0.731], [-0.251, 0.721, 0.129], [0.367, -0.068, 0.228], [0.280, -0.161, 0.490], [-0.218, 0.193, -0.230], [0.213, 1.076, -0.529], [-0.224, -0.395, 0.232], [-0.360, -0.201, 0.011], [0.399, -0.001, 0.154], [0.444, 0.204, 0.007], [-0.208, -0.049, 0.308], [-0.175, 0.200, -0.541], [-0.057, 0.051, -0.580], [-0.352, -0.330, -0.028], [-0.275, -0.061, 0.298], [0.241, -0.208, 0.254], [-0.245, -0.128, -0.074], [-0.211, -0.330, -0.045], [0.010, 0.222, 0.363], [0.073, -0.365, -0.202], [-0.072, -0.166, 0.392], [0.126, 0.228, 0.223], [0.040, -0.034, -0.426], [-0.222, 0.150, -0.263], [-0.182, 0.107, -0.232], [-0.078, 0.035, -0.067], [0.140, -0.209, 0.252], [-0.142, -0.036, -0.106], [-0.295, -0.017, -0.104], [0.217, -0.331, -0.157], [-0.087, 0.159, 0.127], [0.137, 0.070, 0.067], [0.322, -0.026, 0.138], [-0.245, 0.361, 0.252], [0.099, -0.155, -0.217], [-0.129, -0.008, -0.086], [0.166, 0.124, 0.203], [0.000, 0.006, 0.028], [-0.200, 0.070, -0.079], [-0.058, -0.035, -0.020], [0.134, -0.118, -0.097], [0.036, 0.190, -0.046], [0.203, 0.272, 0.085], [-0.373, 0.168, -0.280], [0.147, -0.126, 0.173], [0.023, -0.152, 0.031], [-0.222, -0.202, -0.073], [0.416, -0.208, 0.365], [-0.373, 0.090, -0.287], [0.087, 0.117, 0.030], [-0.233, -0.152, 0.024], [0.011, -0.012, -0.002], [-0.002, 0.011, -0.019], [0.009, 0.064, -0.016], [0.063, -0.076, -0.097], [-0.082, -0.192, -0.131], [-0.266, 0.170, -0.093], [0.142, -0.283, -0.219], [0.007, 0.206, 0.264], [0.009, -0.004, 0.101], [0.278, -0.014, 0.136], [-0.248, 0.432, 0.218], [0.066, -0.236, -0.126], [-0.093, -0.043, -0.067], [0.320, -0.336, 0.067], [0.010, 0.047, 0.004], [0.019, -0.037, -0.051], [-0.077, 0.015, -0.048], [-0.005, 0.263, 0.007], [0.120, -0.002, -0.137], [-0.009, 0.167, -0.297], [0.368, -0.291, 0.043], [-0.212, 0.125, 0.022], [-0.107, 0.009, 0.129], [-0.013, -0.167, 0.292], [-0.393, 0.289, -0.050], [0.211, -0.141, -0.028], [0.041, 0.050, -0.120], [0.158, -0.161, 0.226], [-0.020, 0.014, 0.013], [0.023, -0.006, -0.007], [0.025, 0.026, -0.066], [-0.035, 0.036, 0.057], [0.126, -0.071, 0.062], [0.041, -0.176, 0.289], [0.484, 0.030, -0.186], [-0.264, 0.013, 0.084], [-0.235, 0.079, -0.179], [0.006, 0.179, -0.247], [-0.367, -0.031, 0.210], [0.209, -0.004, -0.068], [-0.005, -0.126, 0.096], [-0.069, 0.061, -0.090], [-0.023, 0.001, 0.000], [0.030, 0.051, 0.027], [0.058, -0.008, 0.033], [-0.022, 0.043, -0.068], [-0.014, -0.003, 0.244], [-0.255, -0.121, 0.131], [-0.292, -0.126, -0.231], [0.158, 0.057, 0.087], [0.166, 0.081, -0.039], [0.071, 0.072, -0.328], [0.404, 0.073, 0.606], [-0.345, -0.182, -0.515], [-0.087, -0.031, 0.068], [0.094, 0.061, -0.099], [0.121, 0.080, 0.150], [-0.012, -0.003, -0.006], [-0.036, -0.020, 0.093], [0.047, 0.027, -0.056], [0.000, 0.129, -0.028], [0.209, 0.242, 0.110], [-0.338, 0.179, -0.285], [0.143, -0.132, 0.150], [-0.015, -0.184, 0.051], [-0.202, -0.280, -0.130], [0.314, -0.176, 0.305], [-0.161, 0.108, -0.198], [0.261, 0.226, 0.091], [-0.048, -0.117, -0.022], [0.006, -0.009, 0.009], [-0.008, 0.033, -0.021], [-0.032, 0.064, -0.021], [-0.037, -0.067, -0.016], [0.126, 0.107, -0.032], [-0.084, 0.079, -0.270], [0.296, 0.135, 0.086], [-0.179, -0.140, -0.038], [-0.090, -0.071, 0.035], [0.067, -0.122, 0.323], [-0.390, -0.161, -0.244], [0.212, 0.105, 0.060], [0.035, 0.081, -0.095], [0.034, -0.118, 0.382], [-0.043, -0.023, 0.003], [0.002, 0.008, 0.005], [-0.001, 0.040, -0.068], [0.133, 0.114, -0.082], [0.130, -0.025, 0.055], [-0.021, -0.188, 0.281], [0.449, 0.146, -0.298], [-0.251, -0.020, 0.104], [-0.259, 0.013, 0.017], [0.013, 0.218, -0.352], [-0.385, -0.007, 0.087], [0.179, 0.075, 0.005], [-0.271, -0.416, 0.414], [-0.065, 0.038, -0.046], [-0.009, -0.021, 0.000], [0.072, -0.009, -0.003], [0.590, 0.374, 0.015], [-0.003, 0.056, -0.102]]}